The following is a DFT calculation (ωB97M-V with the def2-TZVPD basis set) of the molecule C20H20N2O4.

The geometry in XYZ format:
```
46
Properties=species:S:1:pos:R:3:forces:R:3:nbo_charge:R:1
C 0.93377 3.10448 0.32361 -0.013 0.018 -0.073 -0.387
C 1.36006 3.52588 1.49695 0.035 -0.058 0.190 -0.170
C 1.47336 2.71692 2.75476 0.053 0.123 0.074 -0.269
N 1.06453 1.33271 2.63870 0.141 0.580 -0.065 -0.481
C 1.94882 0.31579 2.34402 -0.077 -0.347 0.165 0.717
O 3.11390 0.47562 2.09795 0.209 0.004 -0.104 -0.566
C 1.19148 -0.99810 2.43198 0.240 -0.206 -0.032 -0.306
C 1.18823 -1.78022 1.09701 0.153 0.148 -0.006 -0.247
C 0.24822 -2.93452 1.28277 0.115 -0.090 0.047 -0.198
C -0.99061 -2.59605 1.61151 -0.107 -0.029 0.106 -0.186
C -1.22765 -1.12015 1.73820 -0.047 0.202 0.047 -0.248
C -0.23807 -0.60761 2.81147 -0.292 -0.061 0.110 -0.305
C -0.21740 0.90747 2.91939 -0.032 -0.360 0.152 0.711
O -1.12502 1.63345 3.22383 -0.202 0.116 0.005 -0.566
C -0.83342 -0.44399 0.41972 -0.391 0.184 0.086 -0.201
C -1.35625 -1.12371 -0.86904 -0.266 0.050 0.066 -0.313
C -1.79013 -0.12882 -1.91996 0.024 -0.232 0.259 0.708
O -2.83538 0.45878 -1.99868 -0.191 0.081 0.001 -0.564
N -0.72666 0.04390 -2.78418 -0.039 0.335 -0.491 -0.476
C -0.79455 0.91434 -3.93616 0.027 0.125 -0.028 -0.270
C -1.31010 0.23168 -5.16976 0.068 0.125 0.126 -0.171
C -1.67910 -1.03081 -5.25625 -0.025 -0.035 -0.061 -0.392
C 0.38538 -0.72345 -2.49745 -0.009 -0.223 0.267 0.714
O 1.40961 -0.70155 -3.12555 0.181 -0.021 -0.098 -0.564
C 0.07379 -1.51455 -1.24864 0.253 -0.092 -0.071 -0.313
C 0.60534 -0.83718 0.03780 0.420 -0.037 -0.128 -0.200
H 0.88699 3.76041 -0.52758 0.014 0.181 -0.130 0.208
H 0.61327 2.09113 0.15639 -0.059 -0.263 0.050 0.179
H 1.67493 4.55207 1.62879 0.023 0.153 -0.072 0.206
H 2.51772 2.72010 3.08619 -0.154 -0.008 0.021 0.238
H 0.84905 3.17573 3.52953 0.121 -0.083 -0.052 0.238
H 1.67353 -1.61652 3.19391 -0.029 0.128 -0.029 0.250
H 2.19975 -2.08826 0.83156 -0.043 0.014 0.014 0.245
H 0.59164 -3.94756 1.15957 -0.023 -0.220 -0.014 0.223
H -1.78754 -3.29752 1.79095 -0.094 -0.201 0.005 0.221
H -2.25289 -0.87167 2.01330 0.045 -0.010 -0.010 0.245
H -0.53983 -1.01212 3.78133 0.069 0.102 -0.055 0.250
H -1.05531 0.62337 0.47058 0.024 0.017 0.004 0.238
H -2.09975 -1.90224 -0.71372 -0.023 0.012 -0.089 0.247
H 0.21541 1.29292 -4.12586 -0.132 0.003 0.065 0.238
H -1.45399 1.75081 -3.68163 0.130 -0.069 -0.005 0.238
H -1.36105 0.88279 -6.03128 -0.042 0.014 -0.170 0.206
H -2.03954 -1.44969 -6.17904 -0.062 -0.026 -0.205 0.207
H -1.63962 -1.70402 -4.41550 0.032 -0.083 0.205 0.185
H 0.32921 -2.56609 -1.35843 -0.018 0.011 -0.090 0.247
H 1.30396 -0.02138 -0.15572 -0.007 0.026 0.012 0.235
```
Positions in Å, forces in eV/Å.

**SMILES**: C=CCN1C(=O)[C@@H]2[C@H]3C=C[C@@H]([C@@H]2C1=O)[C@@H]1[C@H]2C(=O)N(CC=C)C(=O)[C@H]2[C@H]31
**E_tot**: -32235.201 eV
**HOMO level**: -9.982 eV
**Multiplicity**: 1
**Energy relative to the best compared isomer or geometry (same formula, charge and spin)**: 117.8 kJ/mol
**LUMO level**: 0.6578 eV

The following is a DFT calculation (ωB97M-V with the def2-TZVPD basis set) of the molecule C20H20N2O4S in a non-equilibrium geometry.

The geometry in XYZ format:
```
47
Properties=species:S:1:pos:R:3:forces:R:3:nbo_charge:R:1
C 4.82959 1.27577 6.03964 0.032 0.001 0.175 -0.251
O 4.55448 1.25541 4.66149 -0.068 -0.010 -0.267 -0.494
C 3.33931 0.79095 4.24786 -0.075 -0.018 -0.188 0.275
C 2.33452 0.32453 5.08712 0.275 0.107 0.098 -0.294
C 1.14009 -0.12466 4.55225 -0.076 -0.012 -0.285 -0.240
C 0.92295 -0.11828 3.17875 0.404 0.143 0.252 0.204
N -0.30034 -0.58556 2.70337 -0.363 -0.154 0.472 -0.598
C -0.71398 -0.68798 1.42114 -1.070 -0.484 -0.277 0.299
N -0.07084 -0.37748 0.35716 0.746 0.283 0.348 -0.524
C -0.79426 -0.59452 -0.78532 -0.959 -0.316 0.079 0.139
C -0.13182 -0.29862 -2.05727 0.207 0.007 -0.206 -0.121
C 1.21227 -0.62883 -2.19474 -0.254 0.025 0.018 -0.099
C 1.89874 -0.37326 -3.36715 0.239 0.040 -0.282 -0.330
C 1.24460 0.23462 -4.43305 -0.181 0.036 0.043 0.306
O 1.81476 0.53070 -5.63572 -0.328 0.051 0.139 -0.492
C 3.17057 0.21498 -5.83159 0.221 -0.058 -0.022 -0.251
C -0.09732 0.59109 -4.29044 0.220 -0.026 -0.196 -0.256
C -0.77689 0.33253 -3.12032 0.134 -0.047 0.034 -0.177
C -2.04318 -1.11024 -0.59429 0.317 0.111 0.072 -0.217
C -3.06727 -1.56930 -1.57440 -0.157 0.029 0.031 -0.428
C -4.43537 -0.91781 -1.32440 0.141 -0.054 -0.090 -0.506
C -4.36788 0.57767 -1.50486 0.019 0.046 -0.100 0.805
O -3.90403 1.14563 -2.45698 0.060 -0.004 -0.192 -0.608
O -4.89922 1.23232 -0.46761 -0.308 0.135 0.576 -0.680
S -2.34178 -1.32364 1.11954 0.597 0.265 -0.193 0.289
C 1.92982 0.35160 2.33667 -0.028 0.001 -0.067 -0.264
C 3.11837 0.79793 2.86958 0.136 0.026 0.426 -0.219
H 4.13059 1.92208 6.58106 0.015 -0.035 -0.012 0.174
H 4.80253 0.26967 6.47154 -0.014 0.036 -0.007 0.173
H 5.83673 1.67908 6.13367 -0.074 -0.034 0.052 0.200
H 2.46394 0.30359 6.15759 0.044 0.011 0.087 0.219
H 0.36668 -0.48504 5.21645 -0.080 -0.039 0.073 0.201
H -0.95779 -0.89350 3.40520 0.151 0.069 -0.141 0.400
H 1.72306 -1.09772 -1.36724 0.055 -0.026 0.070 0.214
H 2.93926 -0.65023 -3.43503 0.085 -0.013 -0.046 0.217
H 3.40599 0.53958 -6.84411 0.034 -0.041 0.080 0.199
H 3.35006 -0.86208 -5.74727 -0.002 0.048 0.012 0.175
H 3.81455 0.74666 -5.12329 -0.024 -0.035 -0.020 0.175
H -0.58719 1.08228 -5.11622 -0.059 0.075 -0.102 0.224
H -1.80163 0.65541 -3.02592 -0.096 0.004 0.024 0.242
H -3.18731 -2.65417 -1.48910 -0.022 0.042 -0.120 0.220
H -2.72424 -1.34030 -2.58350 -0.040 -0.082 0.038 0.247
H -5.15676 -1.30884 -2.04519 -0.062 0.050 0.059 0.242
H -4.78611 -1.13389 -0.31474 -0.075 -0.044 -0.097 0.227
H -4.84439 2.19199 -0.60275 0.126 -0.185 -0.248 0.498
H 1.76208 0.36238 1.27292 0.066 0.028 -0.003 0.262
H 3.90445 1.16403 2.22879 0.090 0.047 -0.098 0.223
```
Positions in Å, forces in eV/Å.

**SMILES**: COc1ccc(Nc2nc(-c3ccc(OC)cc3)c(CCC(=O)O)s2)cc1
**E_tot**: -43070.350 eV
**HOMO level**: -7.247 eV
**Multiplicity**: 1
**Energy relative to the best compared isomer or geometry (same formula, charge and spin)**: 50.1 kJ/mol
**LUMO level**: 0.4838 eV

The following is a DFT calculation (ωB97M-V with the def2-TZVPD basis set) of the molecule C20H20N2O5.

The geometry in XYZ format:
```
47
Properties=species:S:1:pos:R:3:forces:R:3:nbo_charge:R:1
C 0.93280 4.05665 4.54827 0.147 0.174 -0.016 -0.593
C 1.94869 4.56629 3.52385 -0.176 -0.149 0.087 -0.414
C 1.97076 3.67357 2.31588 0.137 0.113 0.041 -0.023
C 2.81738 2.57482 2.25680 -0.175 0.178 -0.051 -0.206
C 2.81905 1.72299 1.16763 0.089 -0.208 -0.052 -0.250
C 1.95400 1.96126 0.10577 0.108 0.106 0.300 0.213
N 1.90313 1.15688 -1.03945 -0.180 0.467 -0.127 -0.616
C 2.50070 -0.03089 -1.25350 -0.208 -0.306 -0.722 0.651
O 3.29554 -0.58580 -0.52617 0.173 -0.114 0.211 -0.604
C 2.08410 -0.66576 -2.59803 0.443 0.199 -0.001 -0.166
O 0.73571 -1.13110 -2.55490 -0.065 -0.314 0.068 -0.508
C -0.23356 -0.26713 -2.85465 -0.285 0.032 -0.437 0.831
O -0.05836 0.84764 -3.27210 0.001 -0.017 -0.080 -0.618
C -1.59690 -0.94263 -2.73492 0.074 0.280 0.074 -0.308
N -1.68244 -1.66233 -1.47773 -0.017 0.118 -0.229 -0.433
C -1.17557 -1.00116 -0.40764 -0.129 -0.010 0.429 0.669
O -0.68247 0.10486 -0.52217 -0.166 0.002 0.339 -0.605
C -1.20526 -1.75205 0.90582 0.481 0.161 0.161 -0.155
O -2.31738 -2.60294 1.05482 -0.351 -0.036 -0.184 -0.474
C -2.61364 -3.35633 -0.04499 -0.021 -0.249 -0.181 0.258
C -3.28843 -4.55265 0.14539 0.141 0.226 -0.012 -0.237
C -3.62226 -5.34440 -0.93808 0.016 0.001 -0.009 -0.207
C -3.26804 -4.94491 -2.21372 -0.042 -0.016 -0.015 -0.217
C -2.61046 -3.74301 -2.41375 0.050 0.041 0.021 -0.244
C -2.28844 -2.92434 -1.33922 -0.156 -0.295 0.333 0.156
C 1.09811 3.05848 0.15569 0.033 -0.112 0.001 -0.236
C 1.10822 3.89957 1.24962 0.084 -0.063 0.003 -0.210
H 0.91516 4.70266 5.42325 -0.062 0.022 0.129 0.205
H -0.06341 4.03340 4.11233 -0.113 -0.029 -0.006 0.204
H 1.19015 3.04845 4.86489 -0.017 -0.102 0.049 0.205
H 2.93909 4.59307 3.98270 0.012 0.083 -0.043 0.206
H 1.68165 5.58303 3.22827 0.092 0.023 0.008 0.205
H 3.49412 2.38111 3.07687 0.089 -0.016 0.087 0.208
H 3.48317 0.87574 1.13778 0.021 -0.019 -0.025 0.250
H 1.21446 1.46115 -1.71945 0.169 -0.239 -0.025 0.428
H 2.69773 -1.55030 -2.77426 -0.077 0.203 0.105 0.221
H 2.19916 0.05757 -3.41256 -0.009 -0.144 0.086 0.211
H -1.71234 -1.62768 -3.57278 0.013 0.081 0.071 0.235
H -2.36618 -0.16479 -2.78819 0.176 -0.102 -0.057 0.234
H -1.23663 -1.03643 1.72985 0.046 -0.056 -0.223 0.231
H -0.26603 -2.32661 0.97739 -0.128 0.087 -0.012 0.203
H -3.54161 -4.83889 1.15331 -0.013 -0.033 0.137 0.230
H -4.14710 -6.27365 -0.78314 -0.049 -0.092 0.021 0.219
H -3.50876 -5.56304 -3.06436 -0.019 -0.049 -0.080 0.218
H -2.35546 -3.45700 -3.42140 0.023 0.049 -0.061 0.211
H 0.41947 3.23924 -0.66520 -0.092 0.028 -0.104 0.211
H 0.43839 4.74736 1.27619 -0.071 0.098 -0.008 0.209
```
Positions in Å, forces in eV/Å.

**SMILES**: CCc1ccc(NC(=O)COC(=O)CN2C(=O)COc3ccccc32)cc1
**E_tot**: -34283.413 eV
**HOMO level**: -8.085 eV
**Multiplicity**: 1
**Energy relative to the best compared isomer or geometry (same formula, charge and spin)**: 51.1 kJ/mol
**LUMO level**: 0.6123 eV

> Which value of HOMO level does entry 3 give?

-8.085 eV